No. 1
Molecular formula: C4H4F2N2
Method: DFT, the ωB97M-V functional and the def2-TZVPD basis

The geometry in XYZ format:
```
12
C4H4F2N2 the ωB97M-V functional and the def2-TZVPD basis
C 1.37209 0.34518 -0.60769
C -0.09833 -0.53003 -1.89469
C 0.22297 0.13606 0.14448
C -0.35847 0.31985 1.90181
N 1.10525 -0.03972 -1.88438
N -0.70954 -0.45012 -0.65651
F -0.35476 -0.82430 2.55159
F -1.65111 0.72988 1.72105
H 2.17858 1.10458 -0.49162
H -0.44256 -0.94691 -2.80582
H 0.35284 0.96165 2.42716
H -1.61697 -0.80610 -0.40539
```

HOMO-LUMO gap = 0.362 Eh
Energy relative to the best compared isomer or geometry (same formula, charge and spin) = 1.314 eV
SMILES = FC(F)c1cnc[nH]1
E = -12626.4009 eV

Formally, the natural (NBO) partial charges of the atoms, in units of the elementary charge, are as follows: C -0.15; C 0.15; C 0.05; C 0.60; N -0.44; N -0.55; F -0.32; F -0.34; H 0.22; H 0.20; H 0.15; H 0.43


No. 2
Molecular formula: C4H4F2O
Method: DFT, the ωB97M-V functional and the def2-TZVPD basis

The geometry in XYZ format:
```
11
C4H4F2O the ωB97M-V functional and the def2-TZVPD basis
C -1.30447 -0.10984 -0.01900
C 0.13327 0.07832 -0.01274
C 0.66208 1.29859 -0.01611
C 1.13264 -1.05302 0.07149
H -1.94605 0.80245 -0.15553
H 1.71411 1.48510 -0.15959
H 0.04635 2.18645 0.07759
H 2.17887 -0.78709 0.09052
O 0.81967 -2.22165 0.06553
F -1.68298 -0.93744 -1.04973
F -1.75349 -0.74189 1.10756
```

HOMO-LUMO gap = 0.374 Eh
Energy relative to the best compared isomer or geometry (same formula, charge and spin) = 0.684 eV
SMILES = C=C(C=O)C(F)F
E = -11694.0515 eV

Formally, the natural (NBO) partial charges of the atoms, in units of the elementary charge, are as follows: C 0.55; C -0.21; C -0.26; C 0.40; H 0.15; H 0.21; H 0.20; H 0.12; O -0.48; F -0.34; F -0.34


No. 3
Molecular formula: C4H4F3NO2
Method: DFT, the ωB97M-V functional and the def2-TZVPD basis

The geometry in XYZ format:
```
14
C4H4F3NO2 the ωB97M-V functional and the def2-TZVPD basis
C -0.60087 1.20652 -1.51864
C -1.23593 0.88478 -0.50860
C 1.03305 -0.51581 0.89808
C -2.28987 0.37689 0.37772
N 1.80533 -0.29376 -0.12665
O 2.61326 -1.27347 -0.73702
O 2.05707 0.87433 -0.51840
F -2.37355 1.14503 1.52378
F -2.10708 -0.86665 0.83568
F -3.49797 0.28812 -0.24098
H 0.16785 1.39409 -2.24870
H 2.99943 -2.02511 -0.29287
H 0.82819 -1.60196 1.19817
H 0.60109 0.40700 1.35843
```

HOMO-LUMO gap (spin up / spin down) = 0.267 / 0.334 Eh
2S+1 = 3
Energy relative to the best compared isomer or geometry (same formula, charge and spin) = 1.644 eV
<S²> = 2.008
E = -17941.1580 eV

Formally, the natural (NBO) partial charges of the atoms, in units of the elementary charge, are as follows: C -0.08; C -0.19; C -0.22; C 0.94; N 0.17; O -0.60; O -0.27; F -0.32; F -0.31; F -0.31; H 0.26; H 0.48; H 0.21; H 0.23


No. 4
Molecular formula: C4H4F4
Method: DFT, the ωB97M-V functional and the def2-TZVPD basis

The geometry in XYZ format:
```
12
C4H4F4 the ωB97M-V functional and the def2-TZVPD basis
C -1.19805 0.33138 0.37991
C -0.05910 -0.65437 0.22225
C -0.76306 0.51811 -0.96691
C 1.35740 -0.32714 0.44511
F -0.41442 -1.87613 -0.27244
F -1.28742 -0.08732 -2.00499
F -0.00520 1.54256 -1.39909
F 1.45354 0.38576 1.65304
H -2.15407 -0.06117 0.64401
H -0.79686 1.17356 0.88121
H 1.86214 0.28044 -0.32450
H 2.00511 -1.22570 0.74240
```

HOMO-LUMO gap = 0.353 Eh
Energy relative to the best compared isomer or geometry (same formula, charge and spin) = 1.758 eV
SMILES = FC[C@@]1(F)CC1(F)F
E = -15079.8631 eV

Formally, the natural (NBO) partial charges of the atoms, in units of the elementary charge, are as follows: C -0.52; C 0.25; C 0.69; C -0.02; F -0.32; F -0.30; F -0.31; F -0.38; H 0.26; H 0.26; H 0.19; H 0.21


No. 5
Molecular formula: C4H4F6S2
Method: DFT, the ωB97M-V functional and the def2-TZVPD basis

The geometry in XYZ format:
```
16
C4H4F6S2 the ωB97M-V functional and the def2-TZVPD basis
C -2.43508 -0.47916 -0.41614
C 0.35274 -0.01074 0.11310
C 0.35568 1.50187 -0.07812
C 1.81684 -0.60462 -0.06276
F 0.76073 1.86154 -1.28989
F 1.30130 2.07228 0.69018
F -0.78760 2.08630 0.16445
F 2.72732 -0.05119 0.70765
F 2.18221 -0.48460 -1.37477
F 1.78916 -1.95285 0.22142
S -0.24487 -0.55702 1.77751
S -0.78531 -0.78043 -1.18322
H -2.37048 -1.20041 0.38129
H -3.02584 -0.67191 -1.32247
H -2.48564 0.55331 -0.15860
H 0.84883 -1.28239 1.83036
```

HOMO-LUMO gap = 0.360 Eh
Energy relative to the best compared isomer or geometry (same formula, charge and spin) = 0.000 eV
SMILES = CSC(S)(C(F)(F)F)C(F)(F)F
E = -42188.1161 eV

Formally, the natural (NBO) partial charges of the atoms, in units of the elementary charge, are as follows: C -0.72; C -0.43; C 0.94; C 0.97; F -0.31; F -0.33; F -0.30; F -0.29; F -0.31; F -0.33; S 0.03; S 0.22; H 0.24; H 0.24; H 0.23; H 0.15


No. 6
Molecular formula: C4H4FN
Method: DFT, the ωB97M-V functional and the def2-TZVPD basis

The geometry in XYZ format:
```
10
C4H4FN the ωB97M-V functional and the def2-TZVPD basis
C 1.32253 0.91417 1.59433
C -0.36387 -0.07277 0.18427
C 0.84759 0.29950 0.49091
C -0.94909 -0.56724 -1.03925
N 1.66906 1.46722 2.54578
F 1.97894 -0.14771 -0.64773
H -1.06606 0.28878 0.92859
H -0.36864 -1.38003 -1.64230
H -1.09461 0.18902 -1.66838
H -1.97585 -0.99092 -0.74623
```

HOMO-LUMO gap = 0.391 Eh
Energy relative to the best compared isomer or geometry (same formula, charge and spin) = 2.232 eV
E = -8417.5645 eV

Formally, the natural (NBO) partial charges of the atoms, in units of the elementary charge, are as follows: C 0.18; C -0.12; C 0.27; C -0.64; N -0.21; F -0.42; H 0.23; H 0.25; H 0.24; H 0.22


No. 7
Molecular formula: C4H4FNS2
Method: DFT, the ωB97M-V functional and the def2-TZVPD basis

The geometry in XYZ format:
```
12
C4H4FNS2 the ωB97M-V functional and the def2-TZVPD basis
C -0.19087 -0.15563 -0.00145
C 1.50243 1.27967 1.38902
C 0.83982 0.18643 2.13766
C -0.05935 -0.46004 1.43754
H -1.87794 -1.51159 -2.75641
H 2.59975 1.28113 1.33121
H 1.20842 2.23750 1.82239
H 1.00481 0.06435 3.22401
N -0.89258 -0.86677 -0.78201
F -0.83898 -1.47346 1.90544
S -1.03477 -0.46057 -2.47079
S 0.92925 1.22023 -0.34625
```

HOMO-LUMO gap = 0.337 Eh
Energy relative to the best compared isomer or geometry (same formula, charge and spin) = 0.771 eV
SMILES = FC1=CCS/C1=N\S
E = -30089.6476 eV

Formally, the natural (NBO) partial charges of the atoms, in units of the elementary charge, are as follows: C 0.05; C -0.53; C -0.25; C 0.36; H 0.14; H 0.24; H 0.23; H 0.24; N -0.54; F -0.31; S 0.16; S 0.23


No. 8
Molecular formula: C4H4HgLiO2
Method: DFT, the ωB97M-V functional and the def2-TZVPD basis

The geometry in XYZ format:
```
12
C4H4HgLiO2 the ωB97M-V functional and the def2-TZVPD basis
H -4.06092 1.09539 0.50962
C 0.03285 -1.46430 0.85470
C 0.26446 -0.53404 -0.11355
C 0.69601 0.82012 0.23925
C 1.08934 1.75961 -0.58124
O 1.45092 2.61567 -1.31968
O -0.39177 -2.66923 0.67947
Hg -1.16779 -4.87751 0.07867
Li 0.93876 4.09188 -2.37597
H 0.21580 -1.15059 1.90263
H 0.13367 -0.78984 -1.16827
H 0.79866 1.10285 1.29435
```

HOMO-LUMO gap (spin up / spin down) = 0.178 / 0.161 Eh
2S+1 = 3
Energy relative to the best compared isomer or geometry (same formula, charge and spin) = 0.000 eV
<S²> = 2.039
Charge = +1
E = -12675.7154 eV

Formally, the natural (NBO) partial charges of the atoms, in units of the elementary charge, are as follows: H 0.00; C 0.24; C -0.13; C -0.49; C 0.79; O -0.64; O -0.48; Hg 0.02; Li 0.99; H 0.15; H 0.24; H 0.31


No. 9
Molecular formula: C4H4I2Si
Method: DFT, the ωB97M-V functional and the def2-TZVPD basis

The geometry in XYZ format:
```
11
C4H4I2Si the ωB97M-V functional and the def2-TZVPD basis
C -1.21609 0.25122 0.53507
C -0.28101 1.36205 0.53915
C -0.97491 -0.95832 -0.00420
C 0.93370 1.20072 0.02930
Si 0.63178 -1.25536 -0.88961
I 2.47516 2.59506 -0.05490
I 2.18350 -2.89567 0.07619
H -2.16569 0.43836 1.02161
H -0.63127 2.28037 1.00281
H -1.72862 -1.73139 0.07657
H 0.77345 -1.28704 -2.33199
```

HOMO-LUMO gap = 0.297 Eh
Energy relative to the best compared isomer or geometry (same formula, charge and spin) = 1.472 eV
E = -28289.5977 eV

Formally, the natural (NBO) partial charges of the atoms, in units of the elementary charge, are as follows: C -0.10; C -0.42; C -0.74; C -0.35; Si 1.09; I 0.19; I -0.17; H 0.21; H 0.21; H 0.24; H -0.16


No. 10
Molecular formula: C4H4IN
Method: DFT, the ωB97M-V functional and the def2-TZVPD basis

The geometry in XYZ format:
```
10
C4H4IN the ωB97M-V functional and the def2-TZVPD basis
C 0.17559 0.49462 2.22073
C -0.02305 0.69586 0.83880
C 0.12848 -0.44356 -0.13830
C -0.16779 -0.21309 -1.53432
N 0.18575 0.21156 3.36447
I 0.79691 -2.28524 0.61620
H -0.24455 1.74131 0.43094
H -1.20144 -0.07580 -1.66777
H 0.13154 0.87462 -1.86842
H 0.21856 -1.00027 -2.26232
```

HOMO-LUMO gap = 0.317 Eh
Energy relative to the best compared isomer or geometry (same formula, charge and spin) = 1.637 eV
SMILES = C/C(I)=C/C#N
E = -13801.4181 eV

Formally, the natural (NBO) partial charges of the atoms, in units of the elementary charge, are as follows: C 0.23; C -0.39; C -0.06; C -0.72; N -0.30; I 0.24; H 0.25; H 0.25; H 0.24; H 0.25


No. 11
Molecular formula: C4H4IrO5
Method: DFT, the ωB97M-V functional and the def2-TZVPD basis

The geometry in XYZ format:
```
14
C4H4IrO5 the ωB97M-V functional and the def2-TZVPD basis
O 0.20128 -0.13965 -1.70916
C 0.57940 0.00639 -0.33195
C 0.80661 0.90527 -2.43260
O -0.38137 -0.56541 0.54544
O 0.57995 1.43169 -0.17406
C 1.09095 1.98642 -1.36300
H 0.10995 1.24659 -3.21076
H 1.73709 0.56499 -2.91522
H 0.57058 2.93179 -1.56463
H 2.17141 2.18663 -1.26964
O 1.79038 -0.51866 -0.09118
O -1.52708 0.05980 3.84340
C -1.05432 -0.59702 3.03920
Ir 1.05314 -1.60241 1.23930
```

HOMO-LUMO gap (spin up / spin down) = 0.308 / 0.288 Eh
2S+1 = 6
<S²> = 8.762
E = -17281.3932 eV

Formally, the natural (NBO) partial charges of the atoms, in units of the elementary charge, are as follows: O -0.51; C 0.84; C -0.10; O -0.68; O -0.52; C -0.10; H 0.19; H 0.18; H 0.19; H 0.18; O -0.71; O -0.49; C 0.50; Ir 1.02


No. 12
Molecular formula: C4H4KO
Method: DFT, the ωB97M-V functional and the def2-TZVPD basis

The geometry in XYZ format:
```
10
C4H4KO the ωB97M-V functional and the def2-TZVPD basis
H 1.58436 2.02079 1.17368
C 1.16914 1.67571 0.22507
C 0.38390 0.55141 0.16371
C -0.19624 -0.59896 0.98858
C -0.45211 -0.34558 -0.46015
H 1.37684 2.25962 -0.67444
H -0.99083 -0.38748 1.72609
H 0.47654 -1.41541 1.30491
O -0.94664 -0.84224 -1.52500
K -2.40496 -2.91787 -2.92246
```

HOMO-LUMO gap (spin up / spin down) = 0.100 / 0.206 Eh
2S+1 = 2
Energy relative to the best compared isomer or geometry (same formula, charge and spin) = 0.000 eV
<S²> = 0.769
E = -22581.3552 eV

Formally, the natural (NBO) partial charges of the atoms, in units of the elementary charge, are as follows: H 0.18; C -0.52; C -0.14; C -0.52; C 0.38; H 0.18; H 0.16; H 0.16; O -0.87; K 0.98